<A>
A cluster of 13 separate species, C26H78O13S13 in total, computed with ωB97M-V/def2-TZVPD.

The LUMO energy is 0.16 eV. The value obtained for the highest occupied orbital energy is -8.5 eV. The spin multiplicity is 1.

The geometry in XYZ format:
```
130
C26H78O13S13 ωB97M-V/def2-TZVPD
C -3.296 -3.832 -3.639
O -0.618 -2.525 -5.338
H 0.005 -2.062 1.096
H -2.285 1.744 -1.350
H -4.329 3.844 2.392
H 3.073 0.321 -4.928
S 5.033 0.872 1.608
H -3.795 -5.853 -0.562
C 5.560 4.186 -0.036
S 0.903 3.443 -4.215
H 0.504 -5.522 -0.614
H 4.133 -3.932 -1.544
H -3.366 -0.460 6.380
H 0.151 3.241 1.629
H -5.075 2.606 1.234
O 2.885 -0.247 -2.290
H -2.217 -4.593 2.893
O 1.540 -2.085 0.058
H -4.936 1.436 5.504
H -5.377 -2.062 4.979
S -5.711 2.141 3.429
H 1.293 3.438 -1.890
S 3.566 1.038 -2.680
O -1.543 1.161 1.118
C 3.257 1.025 1.475
H 5.964 1.478 -2.528
C -0.775 3.741 -4.897
H 4.479 0.889 4.034
H 1.541 0.048 -0.162
H 0.042 0.608 -1.080
H 2.470 -3.814 -1.935
H 1.026 1.802 -0.197
H -3.564 1.657 4.439
C -3.118 -0.585 5.326
C 0.546 -2.259 -2.983
H -2.614 1.407 -2.939
S 3.872 4.804 -0.261
C 0.721 0.760 -0.243
C 0.198 -4.888 0.218
H -1.309 2.798 -4.777
O -3.019 -2.209 3.305
C 5.276 0.710 -2.167
S -0.784 -5.820 1.454
H -2.898 -4.324 -4.526
H -3.961 -6.325 -2.242
S -0.279 0.340 1.237
S -2.914 -2.331 4.815
H 2.038 -4.749 0.765
O 0.225 -6.415 2.380
H 0.342 4.930 2.316
H 6.325 4.924 -0.262
H 5.041 5.707 -2.227
H -2.139 -0.120 5.192
H -0.447 3.745 -2.043
H -4.931 -5.021 -1.680
S 0.555 -1.780 -4.752
S -2.524 -4.427 -2.064
C -2.863 1.030 -1.945
H 1.769 3.923 1.925
H 4.769 0.105 -4.660
C 4.090 5.210 -2.037
C -4.506 2.106 4.757
H -3.858 0.378 0.646
O -5.327 0.535 -2.692
H -3.685 2.170 2.124
H 6.141 0.160 3.620
H -0.292 -4.012 -0.206
S 2.974 -2.511 0.091
O 1.063 4.309 4.913
C 0.734 3.914 2.259
H -0.719 4.049 -5.939
O 3.065 3.530 -0.265
C -1.409 -4.301 2.224
H 2.758 0.074 1.258
H 3.267 5.844 -2.352
H -1.409 2.676 5.044
O 1.799 4.540 -4.698
C -0.748 -1.357 0.744
H 4.193 1.771 -4.835
H -4.874 -3.664 4.648
H -1.563 4.146 4.102
H -2.516 0.007 -1.816
H 0.650 5.033 -2.402
H -4.371 -4.003 -3.580
C 0.535 3.951 -2.476
C 3.307 -3.218 -1.570
H -1.302 4.527 -4.357
C -4.511 -0.026 -0.124
H 3.788 -4.694 0.678
H -0.776 0.078 -3.813
C 5.095 0.302 3.358
O -2.518 -3.232 -1.155
H 5.543 -0.260 -2.584
C -3.941 -5.462 -1.567
H 3.498 -2.376 -2.233
H 4.674 -0.709 3.390
H 1.415 -1.932 -2.421
H -4.252 -1.018 -0.497
C 3.938 0.779 -4.453
O -5.976 0.714 3.105
H -0.672 -3.752 2.807
S -4.637 1.154 -1.516
H -5.496 -0.146 0.335
H 5.689 3.267 -0.610
H -4.686 -3.032 6.339
H -1.724 -1.610 1.151
C -1.177 3.126 4.079
O 5.588 -0.278 0.798
H -1.597 2.497 3.292
H -3.183 -2.760 -3.793
C -4.572 2.807 2.183
C -4.636 -2.805 5.276
H 4.065 4.267 -2.577
H 3.046 1.605 0.576
H -3.829 -0.150 4.627
H 2.994 -3.857 2.008
S 0.637 3.249 3.934
C 0.032 -0.067 -4.528
H 1.062 -4.554 0.793
H -0.403 -1.917 -2.565
H 2.851 1.440 2.394
H 0.475 -3.347 -3.007
H -1.875 -3.657 1.480
C 2.902 -4.115 0.952
H -4.299 3.075 5.213
H -0.160 0.378 -5.503
H 5.637 3.842 0.997
H 0.912 0.453 -4.137
H -0.754 -1.408 -0.344
H 5.421 0.601 -1.089
```

Results of the Mulliken charge analysis, in e, for atoms 1 through 8: number 1, C, carries -1.000; number 2, O, carries -0.633; number 3, H, carries 0.314; number 4, H, carries 0.145; number 5, H, carries 0.434; number 6, H, carries 0.306; number 7, S, carries 0.598; number 8, H, carries 0.294

***

<B>
A cluster of 13 separate species, C26H78O13S13 in total, computed with ωB97M-V/def2-TZVPD.

The LUMO energy is -0.29 eV. The value obtained for the highest occupied orbital energy is -8.1 eV. The spin multiplicity is 1.

The geometry in XYZ format:
```
130
C26H78O13S13 ωB97M-V/def2-TZVPD
O -3.236 0.144 0.994
O 5.112 -3.786 -1.847
H -3.162 -2.000 -4.855
H 1.451 0.658 -5.977
H 6.214 2.691 -2.534
H -4.373 -0.461 -1.602
H -2.368 5.278 3.072
H 0.226 -5.180 4.102
H 1.641 4.209 0.894
O -2.034 -5.116 2.203
S 3.346 -0.126 4.325
H 3.921 -2.933 0.581
H -6.046 0.318 -5.883
C 1.632 4.296 1.981
H 0.700 3.109 -5.262
H -2.895 0.886 6.284
H -3.120 -0.764 -3.487
H 0.665 -3.814 3.036
C -1.658 -2.307 2.857
C -3.251 5.485 2.468
H 6.323 2.167 -0.802
H 2.060 -1.884 3.311
H 5.450 -0.893 3.414
H 1.688 -0.199 2.705
O -1.116 1.508 -3.730
H -5.640 0.623 -4.204
C 4.354 -3.913 0.783
H 1.057 5.135 2.373
C 2.821 4.230 4.373
H 0.177 1.053 2.028
H -0.179 4.654 -1.901
H -2.583 -6.874 -1.596
C -5.431 -0.028 -5.053
H 5.089 -6.847 0.127
C 5.803 2.052 -1.753
H 2.772 1.134 0.499
H -6.072 1.502 1.084
H 5.483 -6.628 -1.565
S 4.361 -4.694 -0.873
S -4.119 1.706 4.306
H -1.190 -6.528 -0.642
H -0.023 0.156 -2.225
C 0.005 -4.146 3.837
H -0.462 2.990 -1.220
C -0.239 3.601 -5.007
H 3.195 -2.255 -4.294
H -3.929 3.426 0.812
C -2.027 -6.050 -1.150
S -1.241 3.008 -3.505
H -3.525 6.509 2.725
C -3.694 0.486 5.661
O 4.019 5.600 2.372
H -1.709 2.055 4.294
H -0.912 -1.383 -1.931
S 1.006 -1.290 -4.432
C 3.765 1.116 0.050
H -0.450 -3.748 -0.432
H 0.799 1.661 0.621
H 3.694 -4.529 1.394
C -2.804 -1.035 -4.495
H 5.516 -1.011 5.119
O 3.942 1.160 3.698
O 1.346 -1.165 0.014
H -2.206 -1.681 3.562
C -0.022 1.028 0.956
C 4.840 -1.159 4.278
C 5.442 -6.118 -0.603
C -5.718 0.930 0.227
H -5.427 1.650 -0.539
H 3.057 -1.083 2.028
H -0.617 -2.011 2.731
O -1.125 5.819 0.659
H 0.088 -3.597 4.775
H 2.925 0.037 -5.382
H -3.309 -1.724 -0.927
H 6.044 1.018 -2.001
H 0.631 -4.763 -1.447
O -2.694 -3.634 -2.232
H -1.715 -0.978 -4.499
S -0.094 -0.705 0.248
H 2.798 -1.100 -2.949
H -4.024 4.762 2.726
H -1.537 0.219 -1.493
H 3.708 4.074 4.986
C -3.045 3.821 0.311
H 0.786 3.364 -2.431
H -3.219 3.598 -0.742
H 5.299 -3.796 1.314
C -2.465 1.889 3.526
C 2.453 -0.943 2.924
O -3.502 -0.360 -6.971
H -5.053 -2.041 -1.052
H -2.592 -5.600 -0.333
S -4.608 -0.486 0.789
H 4.505 -2.190 4.161
H -3.282 -0.461 5.312
H 4.496 1.286 0.841
H 0.046 4.635 -4.808
C -0.231 3.585 -2.104
C -0.645 -0.406 -1.528
H 1.028 3.407 2.161
S 3.401 4.225 2.606
O 3.269 1.860 -2.529
C 1.899 0.239 -5.076
H -0.994 1.522 0.958
C -0.153 -4.005 -1.448
H -2.180 1.006 2.955
H -0.941 3.469 -5.830
S -1.809 -4.088 3.324
H 2.112 3.421 4.548
H 6.409 -5.736 -0.275
S -1.628 -4.665 -2.340
H 1.895 0.925 -4.229
S -3.638 0.170 -5.570
H 2.304 5.174 4.549
S -2.611 5.509 0.673
H -6.568 0.483 -0.288
H 3.938 0.144 -0.413
O -4.578 2.963 4.990
H -2.100 -2.241 1.863
C -4.300 -1.272 -0.878
S 4.020 2.344 -1.310
H -2.401 2.774 2.892
H -2.194 3.315 0.768
C 2.476 -1.966 -3.527
H 0.225 -3.138 -1.990
H -5.669 -1.071 -4.840
H 2.365 -2.800 -2.835
O 0.871 -2.205 -5.650
H -4.574 0.338 6.287
```

Results of the Mulliken charge analysis, in e, for atoms 1 through 8: number 1, O, carries -0.439; number 2, O, carries -0.656; number 3, H, carries 0.491; number 4, H, carries 0.443; number 5, H, carries 0.353; number 6, H, carries 0.099; number 7, H, carries 0.231; number 8, H, carries 0.455

***

Least stable structure: <B>

***

<A>
An isolated molecule of C6H14N2O, computed with ωB97M-V/def2-TZVPD.

The LUMO energy is 0.95 eV. The value obtained for the highest occupied orbital energy is -8.6 eV. The spin multiplicity is 1. As for the SMILES: C[C@@H]1C[C@@H](ON)CCN1.

The geometry in XYZ format:
```
23
C6H14N2O ωB97M-V/def2-TZVPD
H 1.228 1.208 1.634
H -1.422 1.521 0.670
H 3.240 -0.708 -0.573
H 2.512 -2.253 -0.492
H -0.512 -0.813 1.284
H -0.239 -1.982 -0.072
H 1.746 -0.896 -1.522
H -0.733 -0.296 -1.574
C -0.086 -0.957 0.326
C 1.362 -0.480 0.571
H -3.964 -0.019 0.479
C 2.263 -1.101 -0.583
C -0.882 1.305 -0.199
O -2.291 -0.424 -0.616
C -0.940 -0.060 -0.514
H -2.769 -1.362 0.948
H 1.804 -1.090 1.490
H -1.443 2.013 -0.839
H 0.890 2.753 -0.108
C 0.660 1.655 -0.265
N 1.480 0.904 0.678
N -2.905 -0.349 0.569
H 1.000 1.430 -1.292
```

Results of the natural (NBO) charge analysis, in e, for atoms 1 through 8: number 1, H, carries 0.362; number 2, H, carries 0.231; number 3, H, carries 0.213; number 4, H, carries 0.206; number 5, H, carries 0.207; number 6, H, carries 0.221; number 7, H, carries 0.194; number 8, H, carries 0.186

***

<B>
A structure of composition C6H14N2O, computed with ωB97M-V/def2-TZVPD.

The LUMO energy is 0.68 eV. The value obtained for the highest occupied orbital energy is -7.5 eV. The spin multiplicity is 1.

The geometry in XYZ format:
```
23
C6H14N2O ωB97M-V/def2-TZVPD
H -0.238 -1.927 2.070
H -3.094 0.363 -0.619
H 2.348 -1.295 1.371
C -1.151 1.115 0.109
H 2.211 0.419 1.004
H 0.552 2.361 -0.012
C -0.355 -0.857 1.866
H 1.902 -1.356 -2.014
H -1.639 -0.689 -0.543
H 3.081 -0.660 -0.102
N -2.145 0.198 -0.938
H 0.061 -1.477 -2.025
C 0.933 -0.840 -0.198
H -1.335 -0.542 2.225
C 0.969 -1.252 -1.480
H 0.311 1.360 -1.462
C -0.189 1.946 -0.693
H 0.390 -0.308 2.454
H -2.047 0.342 -1.939
N -0.283 -0.590 0.440
H -0.736 2.773 -1.154
C 2.217 -0.579 0.556
O -1.764 1.498 1.082
```

Results of the natural (NBO) charge analysis, in e, for atoms 1 through 8: number 1, H, carries 0.188; number 2, H, carries 0.412; number 3, H, carries 0.221; number 4, C, carries 0.731; number 5, H, carries 0.212; number 6, H, carries 0.241; number 7, C, carries -0.420; number 8, H, carries 0.198

***

Least stable structure: <A>